22
Properties=species:S:1:pos:R:3:forces:R:3:nbo_charge:R:1 method="wB97M-V/def2-TZVPD" multiplicity=1 e_tot_ha=-329.48298 de_lowest_kj_mol=64.7 smiles=CC(C)CCN.O charge=0
C 0.07369 -1.35273 0.22182 -0.4327 1.2410 -0.9768 -0.208
C -0.67492 -0.44253 1.20898 -0.1256 -0.6250 -0.1942 -0.402
C -0.90018 0.99117 0.74131 -0.2636 0.5277 -0.2266 -0.238
C -2.37515 1.41835 0.86038 0.5846 -0.7782 -0.0815 -0.594
C -0.04378 1.99345 1.51001 0.0775 -0.4114 0.5722 -0.598
N -0.49334 -1.23371 -1.15136 0.1536 -0.3222 0.3557 -0.843
H 0.04034 -2.37457 0.56925 0.3472 -0.3515 0.3125 0.174
H 1.09322 -0.97810 0.10998 0.1615 -0.3209 0.2691 0.180
H -1.62818 -0.94077 1.42198 -0.0357 0.1841 0.0613 0.193
H -0.11914 -0.43199 2.13873 0.1283 -0.1445 0.3623 0.204
H -0.61918 1.04575 -0.30609 -0.0348 -0.0599 -0.2271 0.218
H -3.03326 0.60459 0.56376 -0.1017 -0.0574 -0.1294 0.201
H -2.57071 2.25639 0.20539 -0.1673 0.4215 0.1640 0.209
H -2.57856 1.62754 1.90777 -0.2631 0.3294 0.0584 0.197
H -0.26314 3.02800 1.25000 0.1068 0.0030 -0.2170 0.209
H 1.02448 1.78526 1.40221 -0.0360 0.1611 -0.1396 0.203
H -0.26652 1.88786 2.57890 0.0236 0.0852 -0.0131 0.192
H -1.35818 -1.75895 -1.23040 -0.0122 0.0545 0.0614 0.349
H 0.15409 -1.66522 -1.80302 -0.1123 0.0631 -0.0115 0.354
H 4.72007 -1.31732 -3.49031 0.2653 0.1744 -0.4926 0.465
H 4.78459 -2.53705 -4.34344 0.1377 -0.0179 -0.3118 0.464
O 5.03377 -1.60543 -4.36586 -0.4010 -0.1560 0.8044 -0.929